Record 1
7
Properties=species:S:1:pos:R:3 method="wB97M-V/def2-TZVPD" lumo_energy_ev="3.64 / 1.64" gap_ev="5.64 / 5.20" charge=-1 multiplicity=3
C 0.057 -0.342 1.729
C -0.662 0.389 0.808
O -1.185 -0.891 1.402
O 0.826 -0.631 2.560
S 1.006 -0.078 -2.611
S -0.289 0.675 -0.792
H 0.248 0.877 -3.096

***

Record 2
6
Properties=species:S:1:pos:R:3 method="wB97M-V/def2-TZVPD" lumo_energy_ev="-1.67 / -1.67" gap_ev="6.13 / 6.12" multiplicity=2
C 0.519 0.592 0.809
C 0.741 1.784 0.972
H 0.965 2.796 1.251
O -1.818 -2.344 -2.616
Yb -0.652 -2.258 -0.833
O 0.244 -0.570 0.416

***

Record 3
7
Properties=species:S:1:pos:R:3 method="wB97M-V/def2-TZVPD" lumo_energy_ev="-9.65 / -9.99" gap_ev="7.93 / 7.50" charge=+2 multiplicity=2
O -2.234 0.078 0.248
H -2.432 0.984 -0.056
O 1.010 0.564 0.174
O 1.082 -0.740 -0.382
C -1.052 -0.304 0.050
C -0.151 -1.151 -0.314
Sr 3.778 0.568 0.279

***

Record 4
11
Properties=species:S:1:pos:R:3 method="wB97M-V/def2-TZVPD" lumo_energy_ev=1.18 gap_ev=5.44 charge=-1
C 3.369 0.530 -1.072
C -0.114 0.053 0.698
O -3.776 -1.838 0.018
O -4.139 0.236 1.200
O 3.375 -0.120 -0.101
S -3.148 -0.738 0.720
I 2.146 0.381 -2.666
I 5.125 2.037 -1.177
I -1.272 0.957 2.444
I -1.315 0.605 -1.076
I -0.251 -2.102 1.012

***

Record 5
7
Properties=species:S:1:pos:R:3 method="wB97M-V/def2-TZVPD" smiles="N#CN=O.O=C=O" lumo_energy_ev="-2.28 / -2.31" gap_ev="8.02 / 8.04"
C -1.358 0.182 -0.424
C 1.837 0.252 -0.132
N -1.802 0.639 -1.381
N -1.189 -0.722 0.447
O 2.386 0.982 -0.819
O 1.296 -0.408 0.643
O -1.170 -0.924 1.665

***

Record 6
7
Properties=species:S:1:pos:R:3 method="wB97M-V/def2-TZVPD" lumo_energy_ev=-1.98 gap_ev=9.98
C -1.855 -0.016 -0.023
C 0.096 0.721 0.210
N -2.751 -0.504 -0.509
N 1.141 -0.450 -0.005
O 1.427 -0.673 -1.098
O 0.353 1.815 0.444
O 1.589 -0.893 0.981

***

Record 7
10
Properties=species:S:1:pos:R:3 method="wB97M-V/def2-TZVPD" smiles="O=NN=O.O=C=O.O=C=O" lumo_energy_ev=-0.91 gap_ev=9.13
C 0.476 1.051 0.509
C 0.390 -1.881 3.502
N -0.371 0.110 -3.081
N -0.879 1.152 -3.008
O -0.060 1.730 1.249
O 1.072 -2.786 3.679
O 0.068 -0.737 -3.740
O 0.984 0.390 -0.281
O -1.356 1.973 -2.289
O -0.326 -1.002 3.460

***

Record 8
6
Properties=species:S:1:pos:R:3 method="wB97M-V/def2-TZVPD" smiles="O=C=NC#[N+][S-]" lumo_energy_ev="-2.33 / -1.75" gap_ev="6.45 / 7.25"
C 0.643 -0.798 0.451
C -0.240 1.139 -0.796
N -0.032 0.079 -0.118
N 0.503 -1.921 1.146
O -0.853 2.116 -1.253
S -1.029 -1.988 1.794

***

Record 9
7
Properties=species:S:1:pos:R:3 method="wB97M-V/def2-TZVPD" lumo_energy_ev="0.51 / -4.03" gap_ev="10.70 / 7.75" multiplicity=3
C -0.369 -0.758 -1.688
C 0.047 0.755 1.727
N 0.871 -0.584 -1.295
N 0.027 1.301 2.742
N -1.491 -0.813 -1.927
N -0.085 0.174 0.571
O 1.000 -0.075 -0.130

***

Record 10
9
Properties=species:S:1:pos:R:3 method="wB97M-V/def2-TZVPD" lumo_energy_ev="1.84 / 1.83" gap_ev="5.21 / 5.18" charge=-1
C 0.838 -0.836 -0.043
C 0.288 0.612 0.044
N 0.236 -1.900 -0.189
N 2.236 -0.566 -0.007
N 1.334 1.408 0.140
N 2.399 0.677 0.003
N -2.216 -0.207 0.216
S -3.791 -0.338 0.055
S -1.324 1.150 -0.219

***

Record 11
7
Properties=species:S:1:pos:R:3 method="wB97M-V/def2-TZVPD" lumo_energy_ev="3.15 / 3.14" gap_ev="7.88 / 7.87" charge=-1
C -1.395 0.110 0.114
C 1.736 0.027 0.084
N -1.962 1.221 0.067
O 1.803 0.936 0.782
O -1.356 -2.257 0.241
O 1.801 -0.889 -0.596
O -0.626 0.853 -0.692

***

Record 12
5
Properties=species:S:1:pos:R:3 method="wB97M-V/def2-TZVPD" lumo_energy_ev=0.59 gap_ev=11.09
C 1.180 0.490 -0.195
C -0.861 -0.743 -0.122
O 1.624 1.415 0.308
O -0.482 -1.813 -0.166
S -1.461 0.651 0.175

***

Sequential E_tot output: -27852.1733; -37710.0892; -9043.3224; -59553.9866; -11192.3745; -11189.6264; -17334.8229; -17931.7594; -10073.8680; -31190.9495; -11747.1095; -17003.6147 eV